1.
Entry from the OMol25 dataset: a single C2HNO2S molecule (ωB97M-V/def2-TZVPD).

Values from the calculation:
E_HOMO, eV: -9.93
Frontier orbital gap, eV: 9.78
2S+1: 1
Maximum force, eV/A: 2.98
ΔE to the lowest compared entry with this formula, charge and spin, kJ/mol: 291.9

Last column: Mulliken charge in e.
CARTESIAN COORDINATES (ANGSTROEM)
C: 2.49227 0.53076 -0.73684  -0.010
C: 0.31338 -0.30275 0.12167  0.621
N: 1.59673 -0.01411 -0.21781  -0.015
O: -0.11657 -1.40190 0.28553  -0.478
O: -0.29619 0.88006 0.30158  -0.267
S: -1.96011 0.90538 0.12098  -0.066
H: -2.02950 -0.59745 0.12490  0.216

2.
Entry from the OMol25 dataset: a gas-phase ion, CH8N4 (charge +2) (ωB97M-V/def2-TZVPD).

Values from the calculation:
E_HOMO (spin up / spin down), eV: -20.70 / -20.22
Frontier orbital gap (spin up / spin down), eV: 9.47 / 8.37
2S+1: 1
Maximum force, eV/A: 5.92
ΔE to the lowest compared entry with this formula, charge and spin, kJ/mol: 102.7
Total charge: +2
Structure (SMILES): NNC[NH+]=[NH2+]

Last column: Mulliken charge in e.
CARTESIAN COORDINATES (ANGSTROEM)
N: -1.31647 0.85688 0.02566  -0.381
N: -1.16736 -0.45159 0.04078  0.152
C: 0.07226 -1.10227 -0.34673  -0.529
N: 1.05273 -0.39445 0.38757  0.223
N: 1.40536 0.73456 -0.06467  -0.339
H: -1.51329 1.47353 -0.89672  0.369
H: -1.72174 1.19957 0.94738  0.333
H: -1.57399 -1.01912 0.76919  0.354
H: 0.10736 -2.09171 -0.01388  0.391
H: 0.18172 -1.02488 -1.48175  0.376
H: 0.96114 -0.42498 1.41354  0.324
H: 2.02851 1.43711 0.41825  0.336
H: 1.48379 0.80734 -1.19861  0.389

3.
Entry from the OMol25 dataset: a molecular structure, C49H85Br2N2O4P2S2Si2V (ωB97M-V/def2-TZVPD).

Values from the calculation:
E_HOMO (spin up / spin down), eV: -4.01 / -4.39
Frontier orbital gap (spin up / spin down), eV: 6.22 / 6.60
2S+1: 4
Maximum force, eV/A: 0.62
ΔE to the lowest compared entry with this formula, charge and spin, kJ/mol: 32.2
Total charge: -1
<S²>: 3.76

Last column: Mulliken spin population.
CARTESIAN COORDINATES (ANGSTROEM)
V: -1.07319 0.62619 0.55933  2.832
C: 1.31202 -0.79268 -4.76316  -0.001
P: 0.17168 -0.35273 -3.37322  0.018
C: -1.42482 -0.56792 -4.25829  -0.007
C: 0.28760 1.49666 -3.55791  -0.015
C: 1.38088 2.06649 -2.65029  0.016
P: 0.86570 2.06371 -0.86807  0.077
C: 2.48366 2.08324 -0.01355  0.009
C: 0.42050 3.84641 -0.71039  -0.002
H: 1.08106 -0.24214 -5.68153  0.000
H: 1.23751 -1.86245 -4.97311  0.000
H: 2.34667 -0.59098 -4.47660  0.000
H: -1.39651 -0.19232 -5.28627  0.000
H: -2.18749 -0.01791 -3.70875  0.002
H: -1.71529 -1.62038 -4.25883  0.001
H: -0.68003 1.93876 -3.29880  0.006
H: 0.47761 1.74591 -4.60865  0.000
H: 1.60993 3.10011 -2.92287  -0.002
H: 2.31861 1.51276 -2.75700  0.001
H: 3.07958 2.94924 -0.31293  0.000
H: 3.02937 1.16976 -0.25116  -0.004
H: 2.33782 2.10074 1.06677  -0.002
H: 1.14962 4.47781 -1.22218  0.000
H: 0.39638 4.13174 0.33861  -0.002
H: -0.56923 4.02875 -1.13604  0.001
C: -0.58280 -1.32244 8.46179  0.000
C: -0.05628 -1.12133 7.06472  0.000
C: 1.30776 -1.19106 6.79599  0.000
C: 1.78876 -1.02051 5.50490  -0.004
C: 0.89648 -0.78727 4.47183  0.008
C: -0.46764 -0.71134 4.71344  -0.020
C: -0.93155 -0.87405 6.00838  0.002
S: 1.51856 -0.64396 2.80939  0.008
O: 2.86595 -0.12481 2.93089  -0.003
O: 1.34976 -1.92460 2.18336  0.009
N: 0.55032 0.40775 2.07658  0.034
C: 0.34225 1.64927 2.60610  -0.007
C: 1.00756 2.30530 3.66665  -0.027
C: 0.55796 3.54816 4.04766  0.014
C: -0.51907 4.15481 3.39690  -0.003
C: -1.09553 3.47000 2.34888  0.048
N: -0.67345 2.27049 1.95942  -0.086
H: 0.22196 -1.29551 9.19724  0.000
H: -1.08627 -2.28815 8.55232  0.000
H: -1.30977 -0.55131 8.72384  0.000
H: 2.00425 -1.37609 7.60743  0.000
H: 2.85101 -1.05710 5.29446  0.000
H: -1.16292 -0.51302 3.90114  -0.002
H: -1.99829 -0.80675 6.19870  -0.001
H: 1.85119 1.83831 4.15367  -0.002
H: 1.05396 4.05945 4.86489  0.001
H: -0.89079 5.12574 3.69209  0.001
H: -1.92180 3.88617 1.78270  0.010
O: -1.68523 -3.01632 -1.48437  0.008
C: -1.64972 -2.23859 -0.53094  0.023
O: -1.33165 -1.00289 -0.63405  -0.079
C: -2.01713 -2.78617 0.84178  0.024
C: -1.83667 -4.16380 0.99108  0.005
C: -2.13368 -4.82953 2.16439  0.000
C: -2.66184 -4.10452 3.22743  0.000
C: -2.86231 -2.74369 3.09532  0.007
C: -2.53444 -2.04371 1.91888  0.013
S: -2.85893 -0.30235 1.96727  -0.013
H: -1.45158 -4.69569 0.13050  0.000
H: -1.96257 -5.89615 2.24901  0.000
H: -2.91357 -4.59496 4.16193  0.000
H: -3.27629 -2.17514 3.92027  0.001
C: 4.56840 -2.89946 1.78479  0.000
C: 5.20104 -3.44162 0.49282  0.000
C: 6.36574 -2.49685 0.15897  0.000
C: 5.78464 -4.83385 0.79016  0.000
Si: 3.92646 -3.50466 -0.95320  -0.006
Br: 2.83301 -1.54246 -0.83439  0.022
C: 2.58500 -4.85062 -0.73072  0.001
C: 3.09972 -6.23973 -1.14290  0.000
C: 2.13172 -4.91477 0.73851  -0.001
C: 1.32393 -4.52607 -1.55024  -0.003
C: 4.77192 -3.54332 -2.68808  0.000
C: 5.87792 -4.60934 -2.75197  0.000
C: 5.38215 -2.18349 -3.06329  0.000
C: 3.73821 -3.86192 -3.77805  0.000
H: 5.35204 -2.84020 2.55256  0.000
H: 3.77381 -3.53354 2.16927  0.000
H: 4.15530 -1.89818 1.65990  0.000
H: 7.01345 -2.40936 1.03992  0.000
H: 6.00969 -1.49226 -0.08641  0.000
H: 6.98286 -2.85997 -0.66304  0.000
H: 6.54106 -4.74311 1.57995  0.000
H: 6.27085 -5.28484 -0.07794  0.000
H: 5.02366 -5.52815 1.15221  0.000
H: 3.99545 -6.54130 -0.59451  0.000
H: 3.31763 -6.30593 -2.21177  0.000
H: 2.31947 -6.97920 -0.92741  0.000
H: 2.90923 -5.30012 1.40079  0.000
H: 1.27757 -5.59898 0.80624  0.000
H: 1.80276 -3.94147 1.11182  -0.001
H: 1.50376 -4.44844 -2.62104  0.000
H: 0.84265 -3.59957 -1.23289  0.000
H: 0.59140 -5.32904 -1.40206  0.000
H: 6.72379 -4.36200 -2.10973  0.000
H: 6.25669 -4.67315 -3.78011  0.000
H: 5.52086 -5.60482 -2.47154  0.000
H: 6.13540 -1.83895 -2.35690  0.000
H: 4.61278 -1.41454 -3.13216  0.000
H: 5.86126 -2.27133 -4.04735  0.000
H: 3.34801 -4.87736 -3.70245  0.000
H: 4.21162 -3.76064 -4.76308  0.000
H: 2.89492 -3.16823 -3.73896  0.000
C: -4.89718 3.90547 0.60256  0.000
C: -5.81575 2.79715 0.05746  -0.001
C: -5.96495 1.77679 1.19697  0.000
C: -7.20292 3.39702 -0.22789  0.001
Si: -5.08366 1.99720 -1.52177  0.048
Br: -2.81890 1.95376 -1.22140  0.013
C: -5.23435 3.11994 -3.07816  -0.002
C: -6.64903 3.03199 -3.67413  0.001
C: -4.93748 4.58684 -2.73591  0.000
C: -4.23027 2.72083 -4.17575  0.003
C: -5.66464 0.19978 -1.81710  0.002
C: -7.19375 0.09694 -1.67860  0.001
C: -4.99355 -0.77364 -0.83231  0.001
C: -5.30501 -0.29021 -3.22411  0.004
H: -5.40336 4.40290 1.43907  0.000
H: -4.64253 4.66739 -0.13252  0.000
H: -3.96930 3.47796 0.98851  0.005
H: -6.30894 2.30874 2.09349  0.000
H: -5.02170 1.28536 1.44668  0.003
H: -6.70160 1.00453 0.97764  0.000
H: -7.62653 3.76325 0.71452  0.000
H: -7.90070 2.65801 -0.63133  0.000
H: -7.16638 4.24331 -0.91742  0.000
H: -7.42917 3.30290 -2.95931  0.000
H: -6.86814 2.03114 -4.05214  0.000
H: -6.72491 3.72375 -4.52235  0.000
H: -5.66912 5.02024 -2.05288  0.000
H: -4.96036 5.17953 -3.65923  0.000
H: -3.94339 4.70401 -2.29473  0.000
H: -4.37165 1.70466 -4.53836  -0.001
H: -3.19652 2.81362 -3.83672  -0.001
H: -4.36010 3.39859 -5.02938  0.000
H: -7.53520 0.29133 -0.66181  0.000
H: -7.50051 -0.92469 -1.93080  0.000
H: -7.72831 0.77332 -2.35441  0.000
H: -5.16133 -0.52862 0.21396  0.003
H: -3.91285 -0.81502 -0.98015  0.012
H: -5.38912 -1.78038 -1.01456  0.000
H: -5.82604 0.25599 -4.01334  0.000
H: -5.59277 -1.34418 -3.30823  0.000
H: -4.23363 -0.24136 -3.40336  0.000

4.
Entry from the OMol25 dataset: 2 unconnected molecules or ions with the total composition Cl2H4OSi2 (ωB97M-V/def2-TZVPD).

Values from the calculation:
E_HOMO, eV: -10.44
Frontier orbital gap, eV: 10.25
2S+1: 1
Maximum force, eV/A: 3.43
ΔE to the lowest compared entry with this formula, charge and spin, kJ/mol: 347.0
Structure (SMILES): Cl[SiH2]Cl.O=[SiH2]

Last column: Mulliken charge in e.
CARTESIAN COORDINATES (ANGSTROEM)
Cl: 1.98751 -1.33758 0.27693  -0.196
Si: 0.52213 -1.05330 1.62449  0.584
Cl: -0.49813 0.70019 1.44627  -0.239
H: -0.39405 -2.23785 1.32546  -0.062
H: 1.37945 -0.75152 2.71862  -0.098
O: -0.12553 -0.16173 -2.41116  -0.390
Si: -0.71772 1.08022 -1.83997  0.567
H: -1.77557 2.01529 -2.57305  -0.071
H: -0.37809 1.74629 -0.56760  -0.095

5.
Entry from the OMol25 dataset: a molecular structure, C20H17FeNO2 (ωB97M-V/def2-TZVPD).

Values from the calculation:
E_HOMO (spin up / spin down), eV: 2.94 / -3.33
Frontier orbital gap (spin up / spin down), eV: 1.56 / 7.83
2S+1: 5
Maximum force, eV/A: 3.13
Total charge: -2
<S²>: 6.06

Last column: Mulliken spin population.
CARTESIAN COORDINATES (ANGSTROEM)
C: -6.82292 0.72819 -0.84771  -0.004
C: -5.61466 1.44951 -0.84631  -0.001
C: -4.42072 0.72910 -0.84852  -0.024
C: -4.40817 -0.65068 -0.85027  0.003
C: -5.59195 -1.38760 -0.84772  -0.001
C: -6.81054 -0.68468 -0.84795  0.001
C: -2.95167 -1.09171 -0.87386  0.005
O: -2.59613 -2.26693 -0.88602  0.000
N: -2.16717 0.06074 -0.88259  -0.001
C: -2.97488 1.20205 -0.86593  0.043
O: -2.65385 2.38438 -0.86522  -0.005
H: -7.77860 1.26406 -0.84982  0.001
H: -5.58240 2.54224 -0.84541  0.001
H: -5.54439 -2.48008 -0.84691  0.000
H: -7.75831 -1.23539 -0.84958  0.000
C: 0.82866 -0.51369 -1.93352  -0.003
C: 2.21525 -0.83147 -1.53151  0.824
C: 2.57217 -1.24324 -0.24244  0.186
C: 3.93562 -1.57190 0.27216  0.823
C: 3.86050 -1.72121 1.70049  0.588
C: 2.49580 -1.42510 2.12968  0.375
C: 1.70868 -1.13893 0.96159  0.525
Fe: 3.25918 0.06180 1.11025  4.547
C: 2.66430 1.84513 0.51877  0.178
C: 4.04436 1.57972 0.11336  -0.211
C: 4.81306 1.28394 1.31575  -1.752
C: 3.91543 1.36132 2.45351  -1.728
C: 2.59257 1.70697 1.96737  -0.097
H: 0.84734 0.03036 -2.88423  0.021
H: 0.26589 -1.43988 -2.09363  0.042
H: 0.24274 0.07448 -1.21523  0.000
H: 3.01125 -0.81218 -2.27329  0.060
H: 4.81807 -1.67899 -0.35720  -0.217
H: 4.69137 -2.02133 2.34365  -0.177
H: 2.09965 -1.46192 3.14568  -0.158
H: 0.64937 -0.89479 0.90241  -0.013
H: 1.85350 2.17833 -0.13055  0.070
H: 4.45439 1.67938 -0.88882  -0.278
H: 5.88971 1.14402 1.37429  0.320
H: 4.21673 1.30584 3.49898  0.202
H: 1.73077 1.94016 2.59629  -0.144

6.
Entry from the OMol25 dataset: a single C3H5NO molecule (ωB97M-V/def2-TZVPD).

Values from the calculation:
E_HOMO, eV: -8.44
Frontier orbital gap, eV: 9.12
2S+1: 1
Maximum force, eV/A: 4.67
ΔE to the lowest compared entry with this formula, charge and spin, kJ/mol: 278.4
Structure (SMILES): N/C=C\C=O

Last column: Mulliken charge in e.
CARTESIAN COORDINATES (ANGSTROEM)
N: -1.25086 -0.97751 0.04443  -0.477
C: -0.95815 0.31273 -0.14993  0.108
C: 0.27299 0.76203 0.22010  -0.773
C: 1.56998 0.13962 -0.11170  0.330
O: 1.83192 -1.04885 0.04886  -0.543
H: -0.25149 -1.46880 0.49292  0.333
H: -2.20117 -1.52100 -0.34941  0.258
H: -1.73217 1.17048 -0.10888  0.238
H: 0.20963 1.77212 0.43982  0.299
H: 2.50933 0.85918 -0.52621  0.226

7.
Entry from the OMol25 dataset: a single C5H8O molecule (ωB97M-V/def2-TZVPD).

Values from the calculation:
E_HOMO, eV: -9.49
Frontier orbital gap, eV: 10.62
2S+1: 1
Maximum force, eV/A: 0.43
ΔE to the lowest compared entry with this formula, charge and spin, kJ/mol: 137.3
Structure (SMILES): C1=CCOCC1

Last column: Mulliken charge in e.
CARTESIAN COORDINATES (ANGSTROEM)
C: 0.88038 -0.63308 -0.76303  -0.291
C: -0.20768 -1.34590 -0.46354  -0.297
C: -0.92998 -0.81353 0.73897  -0.360
O: -1.32805 0.54229 0.54061  -0.378
C: -0.29154 1.35193 0.00108  -0.415
C: 1.06793 0.63054 0.06621  -0.664
H: 1.48803 -0.84701 -1.64215  0.349
H: -0.58493 -2.18827 -1.04038  0.361
H: -0.20758 -0.84774 1.56612  0.225
H: -1.81421 -1.37401 1.03782  0.332
H: -0.30762 2.30197 0.54844  0.296
H: -0.49768 1.56353 -1.05695  0.279
H: 1.88068 1.26286 -0.29595  0.347
H: 1.28588 0.44181 1.13170  0.217

8.
Entry from the OMol25 dataset: a molecular structure, C5H10O2 (ωB97M-V/def2-TZVPD).

Values from the calculation:
E_HOMO, eV: -8.58
Frontier orbital gap, eV: 8.54
2S+1: 1
Maximum force, eV/A: 3.83
ΔE to the lowest compared entry with this formula, charge and spin, kJ/mol: 355.9

Last column: Mulliken charge in e.
CARTESIAN COORDINATES (ANGSTROEM)
C: -0.11359 -0.83596 -1.65411  -0.503
C: -0.29936 -1.61616 -0.42052  -0.506
C: 0.71872 0.60485 -1.30656  0.048
O: 1.76756 0.51206 -0.70421  -0.579
H: 0.58357 1.27923 -2.16801  0.330
H: 0.57023 -1.27905 -2.37291  0.338
H: -1.05443 -0.52380 -2.10769  0.302
H: 0.60529 -2.11022 -0.07318  0.254
H: -0.56599 -0.80783 0.44044  -0.101
H: -1.16807 -2.27009 -0.41877  0.341
C: 0.33057 0.99522 1.98419  -0.956
C: -0.73272 0.82445 0.93514  0.138
O: -0.62396 1.33205 -0.22233  -0.440
H: -1.75821 0.76911 1.33086  0.391
H: 0.29657 0.15213 2.67273  0.319
H: 1.32098 1.07308 1.53613  0.292
H: 0.12282 1.90093 2.54880  0.331